1.
108
Properties=species:S:1:pos:R:3:forces:R:3 method="wB97M-V/def2-TZVPD" e_homo_ev="-10.142 / -10.142" homo_lumo_gap_ev="7.58 / 3.53" total_charge=+1 spin_multiplicity=2 s2=0.755
C -11.7266 6.0068 12.2164 -0.92 1.52 -0.68
C -12.4693 4.7043 12.4855 1.65 -0.35 -3.92
C -12.2425 3.6368 11.3543 -0.39 1.08 -0.77
O -11.7410 4.2220 13.5017 0.27 -1.51 3.44
H -11.8931 6.5048 11.2613 0.06 -0.45 -0.46
H -10.6612 5.8792 12.4086 -0.03 -0.33 -0.24
H -12.0273 6.8104 12.8887 -0.16 -0.21 0.54
H -13.5457 4.7328 12.6547 -0.09 0.60 0.14
H -12.5193 4.0651 10.3909 -0.48 -0.19 -0.28
H -12.7642 2.6962 11.5309 -0.22 0.14 0.07
H -11.1924 3.3772 11.2205 0.20 0.20 0.54
H -12.4407 3.8453 14.0403 0.62 -0.55 1.34
C -13.6608 -1.1733 8.7591 -0.28 1.42 -1.02
C -13.2533 0.2704 9.2129 -2.28 -1.78 1.52
C -14.0075 1.4005 8.5433 0.78 -0.14 -1.20
O -13.7808 0.2486 10.5729 1.18 0.62 0.90
H -14.7475 -1.0957 8.7256 -0.24 -0.26 0.21
H -13.4075 -1.9552 9.4751 0.38 0.24 -0.23
H -13.4333 -1.3995 7.7174 0.58 -0.27 0.07
H -12.1848 0.4412 9.3442 -0.08 0.00 -0.23
H -13.6575 1.5773 7.5263 0.46 0.28 -0.05
H -13.8712 2.2900 9.1584 -0.27 0.05 -0.21
H -15.0523 1.1645 8.3413 -0.18 -0.09 0.70
H -14.7355 0.1499 10.5942 -0.06 -0.04 -0.45
C -8.8334 5.7723 14.9148 -1.39 0.10 -1.01
C -9.8499 6.0635 16.0260 1.68 -3.43 -1.00
C -10.0301 4.7128 16.8882 -1.97 2.03 -0.25
O -9.2033 6.9651 16.7703 1.43 2.80 3.60
H -7.8391 5.4708 15.2443 -0.35 -0.28 0.37
H -8.7207 6.7527 14.4518 0.23 0.00 -0.71
H -9.3132 5.0716 14.2315 0.47 -0.13 -0.41
H -10.7066 6.6036 15.6229 -0.87 -1.18 -0.21
H -9.5430 3.7912 16.5694 0.23 0.49 -0.26
H -11.1092 4.5591 16.8803 -0.15 -0.58 -0.18
H -9.8705 4.9276 17.9448 0.60 0.06 -0.11
H -9.0521 7.7599 16.2535 0.05 0.11 0.09
C -15.5109 4.9204 16.9276 0.27 1.26 -1.75
C -14.2795 4.2324 16.4606 -0.05 -4.49 2.21
C -14.5593 2.6243 16.6289 0.16 1.80 -0.04
O -13.7515 4.3372 15.1840 -0.14 1.05 -1.01
H -15.2880 5.9664 16.7173 -0.48 0.51 0.59
H -15.5848 4.7133 17.9952 -0.51 0.18 -0.27
H -16.3604 4.6755 16.2901 -0.40 -0.29 0.51
H -13.5425 4.5639 17.1922 0.61 -0.29 -0.24
H -15.1564 2.4131 17.5161 0.32 -0.01 0.21
H -13.6430 2.0345 16.6042 -0.05 0.08 0.08
H -15.1912 2.3377 15.7882 0.10 0.03 -0.18
H -14.3155 4.8202 14.5755 -0.29 0.19 0.19
C -8.7255 7.4534 7.1313 -1.59 -1.55 -1.76
C -7.4282 7.3724 7.8800 1.37 3.10 -0.04
C -7.4685 8.5182 8.9906 -0.39 -2.15 1.82
C -8.2347 7.9196 10.2105 0.91 -0.78 -0.95
C -7.7243 6.5434 10.7251 -0.72 1.26 0.23
C -7.5197 5.3885 9.7022 -1.14 0.24 2.71
N -7.1591 5.9645 8.3983 -1.38 0.17 0.78
O -7.0954 5.0310 7.4285 0.09 0.38 0.12
C -6.4508 4.4210 10.3974 0.16 -0.41 -2.73
C -8.9318 4.6018 9.5624 0.08 0.95 -1.00
C -6.2406 7.7525 6.9352 0.98 0.44 -0.23
H -9.6468 7.3210 7.6986 0.28 -0.04 0.43
H -8.7699 6.7164 6.3294 0.13 -0.77 0.24
H -8.9330 8.2922 6.4669 0.87 0.91 0.77
H -6.4466 8.8380 9.1947 -0.11 -0.08 0.34
H -8.0806 9.4007 8.8046 0.28 -0.13 -1.28
H -9.2374 7.6951 9.8467 -0.25 0.30 -0.04
H -8.3615 8.6318 11.0258 0.22 -0.10 0.03
H -8.5890 6.3265 11.3524 0.36 -0.94 0.34
H -6.8661 6.6229 11.3923 0.07 0.22 -0.25
H -6.0696 4.7001 11.3797 -0.60 0.10 -0.17
H -6.7856 3.3878 10.3045 -0.36 0.12 0.68
H -5.6009 4.3609 9.7176 0.51 0.33 0.12
H -9.7440 5.3281 9.5889 0.08 0.30 -0.11
H -9.0153 4.1036 8.5965 0.22 -0.19 0.12
H -9.2052 3.9048 10.3546 0.93 0.06 0.19
H -5.6681 8.6502 7.1682 -1.12 0.92 0.82
H -6.5063 7.9700 5.9007 -0.13 -0.89 -0.04
H -5.3027 7.2085 7.0464 -0.42 -1.44 -0.46
H -6.1528 4.9209 7.2837 0.68 -0.35 -0.60
C -13.5395 10.3672 8.5039 1.35 -0.29 -0.31
C -12.0264 10.2703 9.0227 -3.57 -1.75 -1.35
C -11.0902 10.0818 7.7377 -0.52 0.11 0.54
C -10.9862 11.3450 6.8207 0.17 0.37 2.74
C -10.4809 12.4172 7.8471 -0.34 -0.46 -0.42
C -11.3935 12.7426 9.0521 -0.62 -0.04 0.83
N -11.7336 11.4745 9.7777 2.00 -0.24 -0.07
O -12.5573 11.7180 10.9257 -0.13 -0.39 -1.27
C -10.5551 13.5149 10.0463 0.86 1.35 0.30
C -12.6551 13.6047 8.6833 0.42 -0.97 0.08
C -12.0545 8.8936 9.8837 1.18 1.83 0.07
H -14.2109 10.7438 9.2756 0.13 -0.03 -0.02
H -13.8529 9.3750 8.1793 -0.21 0.03 -0.04
H -13.5357 11.0242 7.6341 -0.43 -0.04 0.07
H -10.1673 9.7099 8.1827 0.74 0.75 -0.22
H -11.3560 9.2091 7.1411 -0.92 -0.09 0.18
H -11.9695 11.6544 6.4664 0.00 -0.25 -0.17
H -10.3136 11.2626 5.9670 0.04 -0.23 0.16
H -10.1985 13.3502 7.3593 -0.06 0.07 0.09
H -9.6005 11.9919 8.3288 0.40 0.09 -0.20
H -9.8253 14.1945 9.6061 -0.46 0.50 -0.75
H -11.2148 14.1321 10.6561 0.30 -0.20 0.40
H -9.8214 12.9593 10.6302 -0.67 -0.75 0.35
H -13.3612 12.8839 8.2710 -0.08 0.68 -0.76
H -13.2161 14.0744 9.4913 0.51 -0.32 0.57
H -12.3470 14.4448 8.0610 -0.19 -0.33 -0.53
H -12.9002 8.8733 10.5710 0.06 0.21 -0.02
H -11.1294 8.8564 10.4589 0.07 0.06 0.41
H -12.0583 7.9457 9.3455 -0.24 0.36 -0.74
H -11.9752 11.5298 11.6655 0.16 0.01 0.06

=====

2.
127
Properties=species:S:1:pos:R:3:forces:R:3 method="wB97M-V/def2-TZVPD" e_homo_ev=-10.633 homo_lumo_gap_ev=7.83 total_charge=+1
C 6.8041 -1.9168 -3.9697 -2.17 0.09 -0.98
C 6.2906 -2.6885 -5.1550 -1.65 2.42 1.92
C 4.9574 -2.1530 -5.3778 2.69 -1.39 0.44
N 4.6785 -1.1889 -4.4260 0.19 0.22 -1.01
C 3.3564 -0.5061 -4.3928 -0.07 -0.12 2.31
C 2.5571 -1.2148 -3.2092 -0.19 -0.47 -0.88
C 2.0398 -2.6646 -3.6161 -0.98 1.13 0.30
C 1.7234 -3.5105 -2.3282 -0.34 -0.33 -0.77
C 2.9281 -4.3979 -1.8025 -1.19 -0.35 -1.98
C 4.3168 -4.1103 -2.4852 -0.15 0.13 1.14
N 5.3668 -4.7367 -1.6477 -1.13 0.27 0.51
C 5.4987 -3.8708 -0.4546 1.01 1.17 -0.75
C 4.1313 -3.6214 0.2926 1.42 0.08 1.80
N 2.9527 -4.3339 -0.3000 0.79 -0.57 0.68
C 5.7606 -0.9792 -3.5620 1.58 -2.32 -1.26
H 7.8010 -2.0668 -3.5013 -1.01 0.37 -0.41
H 6.8019 -3.4917 -5.7232 -0.51 0.87 0.51
H 4.2648 -2.5035 -6.1769 0.43 0.80 0.97
H 3.4854 0.5624 -4.0634 -0.02 -1.02 -0.77
H 2.8159 -0.5710 -5.3651 0.65 0.04 0.76
H 3.2440 -1.3157 -2.3291 -0.51 0.32 -0.68
H 1.6712 -0.5891 -2.9247 0.90 -0.58 -0.17
H 1.0481 -2.4842 -4.1291 1.03 -0.33 0.40
H 2.6847 -3.1748 -4.3716 -0.34 0.32 0.86
H 1.3016 -2.8084 -1.5487 0.66 -0.65 -0.60
H 0.8739 -4.2108 -2.5812 0.88 0.66 0.39
H 2.6633 -5.4642 -2.0593 0.39 1.03 0.50
H 4.3068 -4.5619 -3.5053 -0.01 0.64 0.85
H 4.4795 -2.9991 -2.4738 -0.09 -0.85 -0.67
H 6.2426 -4.8103 -2.1647 -0.25 0.18 0.31
H 6.3117 -4.2299 0.2353 -1.13 0.06 -0.54
H 5.8525 -2.8529 -0.8192 -0.36 -0.82 0.51
H 4.2565 -4.0394 1.3347 -0.35 0.45 -1.03
H 3.9107 -2.5299 0.4562 0.07 -1.14 -0.66
H 2.1072 -3.9181 0.1174 0.08 -0.11 -0.50
H 2.9876 -5.3015 0.0547 0.07 0.46 -0.24
H 5.7883 -0.2528 -2.7189 -0.33 -0.63 -1.07
O 0.9415 1.2593 -4.0912 -0.11 0.10 -0.40
S -0.4020 1.5984 -4.4776 -0.73 0.63 0.49
O -0.8059 1.6153 -5.8506 0.43 -0.18 0.12
O -0.8026 2.9899 -3.7983 0.05 -0.88 -0.02
C 0.0568 4.1251 -3.9975 0.53 1.00 -0.29
C -0.1422 4.7472 -5.3666 -0.01 -0.31 -0.26
C -1.5297 0.5828 -3.5721 0.04 0.01 0.14
H 1.1018 3.8496 -3.8364 -0.11 -0.22 0.01
H -0.2071 4.8530 -3.2300 -0.20 -0.35 0.13
H 0.2031 4.0785 -6.1571 0.00 0.05 0.02
H 0.4149 5.6816 -5.4471 -0.05 -0.02 0.11
H -1.1997 4.9468 -5.5512 0.06 0.11 0.08
H -1.2584 0.6083 -2.5182 -0.02 0.06 -0.05
H -1.4473 -0.4326 -3.9581 0.04 0.08 -0.09
H -2.5396 0.9580 -3.7236 0.07 -0.01 -0.04
O -2.1932 4.6906 -1.5875 -0.04 0.37 -0.05
S -3.3570 5.1258 -2.3068 -0.81 -0.33 0.04
O -3.3809 6.3671 -3.0193 0.40 -0.16 0.19
O -4.6282 5.0601 -1.3313 0.34 -0.46 -0.52
C -4.5626 5.7415 -0.0707 -0.07 0.74 0.81
C -4.7728 7.2341 -0.2338 0.17 0.16 -0.24
C -3.8637 3.8392 -3.4067 -0.18 -0.03 -0.02
H -3.6189 5.5285 0.4379 0.04 -0.10 -0.21
H -5.3626 5.3348 0.5501 -0.02 -0.23 -0.31
H -3.9392 7.6921 -0.7686 -0.02 -0.02 0.05
H -4.8564 7.7180 0.7405 -0.03 -0.11 0.00
H -5.6770 7.4357 -0.8108 -0.02 -0.06 0.12
H -3.8992 2.9005 -2.8568 0.01 0.07 0.02
H -3.1302 3.7780 -4.2085 0.02 0.08 0.09
H -4.8417 4.0903 -3.8136 0.04 0.04 0.05
O -0.1472 -3.6871 2.3262 -0.07 -0.11 0.06
S -0.2134 -4.9466 3.0180 0.51 -0.47 0.50
O -1.4086 -5.3969 3.6562 0.03 0.40 -0.31
O 0.9969 -5.0297 4.0642 -0.17 -0.18 -0.82
C 1.1509 -3.9658 5.0190 -0.03 0.65 0.88
C 0.1631 -4.0899 6.1625 -0.32 -0.08 -0.11
C 0.3502 -6.2217 1.9288 0.01 -0.07 0.01
H 1.0675 -2.9930 4.5280 -0.06 -0.14 -0.16
H 2.1661 -4.0431 5.4103 0.00 -0.24 -0.29
H -0.8590 -3.9212 5.8194 0.05 0.02 0.03
H 0.3838 -3.3574 6.9403 0.09 -0.03 -0.07
H 0.1975 -5.0908 6.5960 0.09 0.08 0.01
H 1.2906 -5.9099 1.4794 0.00 -0.05 0.10
H -0.4062 -6.3632 1.1579 -0.05 0.08 0.10
H 0.4774 -7.1410 2.4971 0.01 0.06 -0.01
O -7.5442 2.8522 1.3950 -0.33 0.42 -0.15
S -8.3379 3.2515 0.2658 -0.66 -0.53 -0.55
O -8.5260 4.6297 -0.0755 0.32 -0.09 0.38
O -9.7698 2.5400 0.3588 0.69 -0.02 -0.30
C -10.5335 2.6981 1.5640 -0.61 0.30 0.76
C -11.2104 4.0538 1.6265 0.19 0.26 -0.10
C -7.7569 2.3948 -1.1654 -0.05 -0.13 -0.05
H -9.9058 2.5284 2.4422 0.14 -0.01 -0.17
H -11.2938 1.9161 1.5557 0.23 -0.10 -0.27
H -10.4772 4.8547 1.7329 -0.04 -0.04 0.03
H -11.8910 4.1032 2.4780 0.02 -0.10 -0.04
H -11.7713 4.2483 0.7106 -0.03 -0.08 0.07
H -7.6624 1.3369 -0.9282 -0.04 0.06 0.02
H -6.7848 2.8107 -1.4294 -0.05 0.11 0.11
H -8.4631 2.5502 -1.9787 0.01 0.02 0.07
O -3.8662 3.6609 4.7178 -0.19 -0.24 0.26
S -4.6395 2.5570 4.2268 0.07 -0.24 -0.66
O -5.8677 2.1655 4.8509 0.28 0.23 0.16
O -3.6854 1.2660 4.1072 -0.17 0.36 -0.30
C -2.9395 0.8644 5.2608 0.24 -0.32 0.75
C -3.8066 0.1235 6.2611 -0.26 0.11 0.09
C -4.9275 2.7802 2.4998 0.39 -0.08 0.01
H -2.4512 1.7262 5.7227 -0.12 0.09 -0.13
H -2.1506 0.1987 4.9060 -0.12 0.13 -0.29
H -4.5471 0.7887 6.7074 0.05 -0.03 -0.01
H -3.1959 -0.2910 7.0655 0.05 0.02 -0.08
H -4.3520 -0.6871 5.7741 0.11 0.00 0.00
H -3.9831 3.0240 2.0150 0.02 -0.03 0.10
H -5.6325 3.5980 2.3806 -0.01 -0.10 0.17
H -5.3488 1.8649 2.0923 -0.05 0.08 0.08
O 7.4280 -2.9137 4.0804 -0.29 0.31 -0.11
S 7.9949 -1.6004 4.2105 0.77 0.19 0.06
O 7.2523 -0.5187 4.7838 -0.20 -0.38 -0.14
O 8.5610 -1.1378 2.7778 0.13 -0.27 0.42
C 7.6738 -1.1849 1.6608 -0.54 0.26 -0.61
C 6.7122 -0.0106 1.6583 -0.21 0.02 0.25
C 9.5503 -1.7227 5.0365 0.10 0.00 -0.12
H 7.1354 -2.1369 1.6367 0.10 -0.03 0.19
H 8.2932 -1.1412 0.7633 0.23 -0.07 0.25
H 6.0115 -0.0747 2.4926 0.03 0.01 -0.04
H 6.1340 0.0108 0.7313 0.10 -0.01 -0.04
H 7.2525 0.9314 1.7623 0.00 -0.07 -0.10
H 10.1377 -2.5087 4.5665 -0.05 0.04 0.00
H 9.3545 -1.9708 6.0785 -0.13 0.02 -0.07
H 10.0594 -0.7631 4.9704 -0.07 -0.03 -0.01

=====

The following strongest force on any atom values (in hartree/bohr) correspond, in order, to the records above: 0.0973, 0.0682.
The following M values (in g/mol) correspond, in order, to the records above: 554.90, 953.30.
The following energy relative to the best compared isomer or geometry (same formula, charge and spin) values (in eV) correspond, in order, to the records above: 1.9483, 2.0764.